ORCA calculation (the ωB97M-V functional and the def2-TZVPD basis) on a cluster of 7 separate species, C6H28N2O6 in total at a distorted geometry.

Each line ends with the natural charge from an NBO analysis.
Cartesian coordinates (Å):
C (2.3458, 1.1124, 2.6111)  -0.64
C (1.0503, 1.5025, 1.7927)  -0.42
C (1.3755, 1.3047, 0.2914)  -0.22
N (0.7946, 0.0712, -0.2420)  -0.68
C (1.5516, -0.6409, -1.2950)  -0.21
C (1.1715, -2.1367, -1.2297)  -0.43
C (-0.1556, -2.5624, -0.6194)  -0.25
N (-0.0746, -2.8723, 0.8393)  -0.85
H (2.1470, 0.5407, 3.4980)  0.21
H (2.7266, 2.0839, 2.8932)  0.23
H (3.0129, 0.5419, 1.9738)  0.20
H (0.8822, 2.5212, 2.1015)  0.24
H (0.1195, 0.9550, 1.9521)  0.20
H (2.4448, 1.4182, 0.0975)  0.18
H (0.7445, 2.0733, -0.1998)  0.19
H (0.4631, -0.5464, 0.4822)  0.37
H (2.6078, -0.4794, -1.0758)  0.18
H (1.2033, -0.2971, -2.2625)  0.20
H (1.3602, -2.6398, -2.1864)  0.21
H (1.9104, -2.6824, -0.6197)  0.21
H (-0.8975, -1.7623, -0.7073)  0.19
H (-0.5961, -3.3439, -1.2268)  0.20
H (-0.5820, -3.7395, 0.9200)  0.36
H (-0.6023, -2.1966, 1.3717)  0.36
O (-1.0488, 0.4044, -3.6723)  -0.94
H (-1.9518, 0.2287, -3.9495)  0.47
H (-0.6384, 0.9716, -4.3318)  0.47
O (-2.9697, -2.0947, -2.1691)  -0.94
H (-2.2590, -2.1499, -2.8228)  0.47
H (-3.7392, -2.0713, -2.7473)  0.47
O (0.6089, -0.9248, 3.6386)  -0.95
H (1.2612, -1.3505, 4.2032)  0.47
H (1.1427, -0.5416, 2.9165)  0.48
O (-1.8458, 0.9265, -0.6989)  -1.03
H (-0.9098, 0.6361, -0.6342)  0.51
H (-2.5389, 0.2746, -0.7107)  0.49
O (-1.2438, 2.9839, 2.9864)  -0.93
H (-1.6751, 2.1774, 3.2994)  0.47
H (-1.5432, 2.9664, 2.0659)  0.47
O (-1.8056, 3.4879, -2.0893)  -0.97
H (-1.9562, 3.1205, -2.9557)  0.46
H (-1.8910, 2.7298, -1.4885)  0.50

Atoms 1-6, force components in eV/Å:
C -1.284 0.293 -0.553
C 1.722 -0.981 -0.432
C -2.179 1.331 0.031
N 0.244 -0.183 -0.058
C -1.490 -0.596 1.190
C 1.687 -1.173 0.367

Its spin multiplicity is 1. Its HOMO-LUMO gap is 8.94 eV. As for the net charge: 0. The value obtained for the energy above the lowest of the compared OMol25 structures with the same formula, charge and spin is 2.9404 eV. Its energy is -21939.967 eV. Its structure (SMILES) is CCCNCCCN.O.O.O.O.O.O.